[1]
{
  "formula": "C29H35Cl54FN4O5P4S2",
  "method": "ωB97M-V/def2-TZVPD",
  "symbols": ["N", "C", "C", "P", "S", "C", "C", "C", "C", "F", "C", "N", "C", "P", "O", "O", "S", "C", "P", "P", "O", "O", "O", "N", "C", "C", "N", "H", "H", "H", "H", "H", "H", "H", "H", "H", "H", "H", "H", "H", "H", "H", "H", "H", "C", "Cl", "Cl", "Cl", "H", "C", "Cl", "Cl", "Cl", "H", "C", "Cl", "Cl", "Cl", "H", "C", "Cl", "Cl", "Cl", "H", "C", "Cl", "Cl", "Cl", "H", "C", "Cl", "Cl", "Cl", "H", "C", "Cl", "Cl", "Cl", "H", "C", "Cl", "Cl", "Cl", "H", "C", "Cl", "Cl", "Cl", "H", "C", "Cl", "Cl", "Cl", "H", "C", "Cl", "Cl", "Cl", "H", "C", "Cl", "Cl", "Cl", "H", "C", "Cl", "Cl", "Cl", "H", "C", "Cl", "Cl", "Cl", "H", "C", "Cl", "Cl", "Cl", "H", "C", "Cl", "Cl", "Cl", "H", "C", "Cl", "Cl", "Cl", "H", "C", "Cl", "Cl", "Cl", "H"],
  "positions_angstrom": [[3.938, 3.116, 0.020], [3.001, 2.013, 0.161], [3.381, 0.582, 0.514], [5.162, 0.120, 0.774], [6.287, 0.464, -0.800], [2.335, -0.408, 0.641], [2.637, -1.912, 0.999], [2.723, -2.734, -0.370], [3.179, -4.227, -0.128], [2.881, -5.082, -1.206], [0.899, -0.030, 0.410], [-0.036, -1.022, 0.570], [-1.303, -0.630, 0.320], [-2.598, -1.970, 0.524], [-1.883, -3.107, 1.539], [-3.937, -1.432, 1.330], [-2.983, -2.844, -1.157], [-1.638, 0.772, -0.089], [-3.466, 1.167, -0.444], [-3.412, 2.361, -2.276], [-2.080, 2.128, -2.952], [-4.584, 1.857, -3.398], [-3.501, 3.991, -1.970], [-0.774, 1.800, -0.229], [0.507, 1.336, 0.037], [1.612, 2.344, -0.065], [1.277, 3.702, -0.399], [3.761, 3.754, 0.798], [4.897, 2.769, 0.024], [5.663, 0.920, 1.840], [5.342, -1.251, 1.117], [1.800, -2.378, 1.575], [3.617, -2.042, 1.514], [1.726, -2.708, -0.880], [3.498, -2.242, -1.024], [2.681, -4.560, 0.832], [4.293, -4.219, 0.096], [-1.291, -2.594, 2.133], [-4.403, -2.207, 1.710], [-4.146, -0.039, -0.789], [-4.133, 1.252, -4.040], [-4.276, 4.191, -1.404], [1.877, 4.322, 0.158], [0.331, 3.921, -0.085], [-0.784, -0.164, -5.121], [-0.756, 0.638, -6.694], [-2.437, -0.372, -4.558], [0.038, -1.725, -5.184], [-0.262, 0.469, -4.408], [-2.304, 3.914, 2.694], [-3.353, 5.061, 3.533], [-1.489, 4.699, 1.338], [-1.124, 3.221, 3.811], [-2.921, 3.107, 2.304], [-5.541, 1.687, 3.889], [-4.836, 2.076, 5.462], [-6.390, 3.087, 3.223], [-4.293, 1.125, 2.769], [-6.261, 0.886, 4.026], [2.157, -6.277, 3.894], [3.667, -7.162, 4.134], [1.251, -6.193, 5.411], [2.481, -4.660, 3.247], [1.557, -6.815, 3.167], [0.512, 0.302, 5.684], [2.228, 0.407, 5.278], [-0.404, -0.371, 4.331], [0.274, -0.670, 7.142], [0.145, 1.301, 5.879], [0.945, 7.778, 3.142], [2.200, 6.848, 2.306], [0.798, 9.391, 2.442], [-0.603, 6.928, 3.078], [1.235, 7.882, 4.183], [-2.397, 12.406, 1.958], [-2.176, 13.735, 3.101], [-1.027, 12.309, 0.842], [-2.607, 10.876, 2.816], [-3.295, 12.599, 1.380], [3.317, 0.631, -4.410], [3.370, -0.619, -5.658], [2.944, -0.080, -2.834], [4.844, 1.515, -4.346], [2.527, 1.333, -4.662], [7.033, -5.376, -1.778], [6.096, -6.660, -1.005], [6.353, -3.792, -1.390], [8.729, -5.463, -1.288], [6.981, -5.515, -2.854], [2.268, -10.756, 6.038], [3.934, -10.481, 6.559], [1.136, -10.350, 7.334], [1.909, -9.821, 4.583], [2.153, -11.810, 5.803], [4.443, -4.731, -6.486], [5.054, -4.283, -4.890], [3.624, -3.356, -7.217], [5.747, -5.316, -7.526], [3.722, -5.532, -6.359], [-0.746, -2.532, -9.817], [-0.070, -2.126, -8.237], [-1.591, -1.140, -10.507], [0.520, -3.098, -10.914], [-1.462, -3.334, -9.683], [-3.425, -5.726, -9.233], [-3.247, -4.402, -8.075], [-2.030, -5.799, -10.320], [-3.635, -7.264, -8.388], [-4.312, -5.541, -9.829], [-7.770, -3.328, 1.191], [-8.811, -2.192, 2.059], [-7.001, -2.539, -0.186], [-6.546, -4.004, 2.279], [-8.386, -4.141, 0.821], [-2.390, -4.181, 6.658], [-2.299, -3.319, 5.121], [-4.071, -4.365, 7.171], [-1.594, -5.752, 6.546], [-1.868, -3.593, 7.405], [-10.398, -3.615, -1.868], [-8.856, -4.465, -1.706], [-11.223, -3.521, -0.307], [-10.150, -2.000, -2.538], [-11.026, -4.176, -2.551], [7.375, 4.703, 1.878], [6.097, 5.838, 2.334], [6.678, 3.175, 1.323], [8.411, 5.401, 0.632], [7.982, 4.502, 2.755], [1.246, 14.972, 2.341], [0.205, 16.130, 3.174], [2.067, 15.739, 0.977], [2.421, 14.273, 3.461], [0.624, 14.170, 1.957]],
  "forces_ev_per_a": [[-1.19, -1.96, 0.50], [-1.34, -0.91, -0.22], [-2.65, 0.08, 0.20], [0.49, 0.62, -1.46], [-0.33, 0.01, 0.21], [0.42, 0.96, 0.14], [-0.35, -0.12, -1.54], [0.56, -0.26, -0.15], [0.07, 1.20, 1.41], [0.30, 0.83, 0.94], [1.03, 0.17, -0.18], [-1.60, 1.91, -0.41], [0.61, 1.41, 0.60], [0.20, -2.37, -0.26], [-0.47, 2.62, -0.48], [1.74, -0.46, -0.25], [-0.05, 0.57, 0.48], [-0.65, -0.54, -0.88], [-0.16, 0.71, 1.25], [3.11, -0.34, -4.40], [-1.74, 0.58, 1.34], [0.94, 0.79, 2.00], [-1.54, -2.40, 0.36], [0.26, -3.90, 1.10], [2.67, 1.17, 0.08], [0.42, -0.79, 0.40], [0.38, -0.87, 1.35], [0.52, 0.01, -0.26], [-0.47, 0.36, -0.15], [-0.66, -0.64, 0.19], [-0.57, 0.68, 0.43], [0.77, 0.68, -0.18], [-1.03, 0.23, -0.07], [0.84, -0.03, 0.36], [-0.88, -0.37, 0.41], [0.31, -0.17, -1.58], [-1.35, -0.34, -0.57], [-0.13, -0.63, -0.15], [0.12, 0.36, -0.26], [0.67, 0.35, -0.39], [-0.08, 0.75, 0.74], [0.42, 0.16, -0.28], [-0.14, -0.14, -0.70], [0.15, -0.39, -0.47], [0.16, 0.23, -0.01], [-0.01, 0.20, 0.22], [-0.20, -0.53, -0.10], [-0.03, 0.05, 0.32], [-0.15, -0.03, -0.01], [0.00, 0.02, -0.10], [0.02, -0.07, -0.04], [-0.51, -0.46, -0.32], [0.00, -0.04, -0.06], [0.16, 0.21, 0.09], [0.11, 0.11, 0.12], [-0.06, -0.05, -0.04], [-0.03, -0.12, 0.00], [-0.39, -0.04, 0.40], [0.09, 0.07, -0.04], [0.15, -0.14, 0.21], [0.13, 0.33, -0.15], [0.29, 0.07, -0.37], [-0.14, -0.09, 0.40], [0.04, 0.08, 0.07], [0.11, -0.21, -0.04], [-0.09, 0.04, 0.01], [0.00, 0.10, -0.05], [-0.01, 0.08, -0.06], [-0.02, -0.01, 0.00], [-0.16, 0.09, 0.02], [0.01, -0.01, 0.05], [0.06, -0.09, 0.06], [0.43, 0.65, 0.41], [0.02, -0.02, -0.13], [-0.04, -0.05, 0.18], [-0.06, -0.15, -0.15], [-0.06, 0.00, -0.02], [-0.04, 0.08, -0.08], [0.12, -0.02, 0.03], [0.07, 0.02, -0.08], [0.06, 0.24, 0.20], [-0.10, 0.04, -0.09], [-0.13, -0.02, 0.00], [0.09, -0.05, 0.05], [-0.01, -0.05, 0.11], [0.02, 0.05, -0.07], [0.21, 0.06, -0.23], [-0.07, 0.01, -0.07], [-0.01, 0.03, 0.11], [-0.01, 0.10, 0.04], [-0.07, -0.04, -0.04], [0.04, -0.05, -0.07], [-0.17, -0.40, 0.07], [0.01, 0.12, 0.03], [0.04, 0.04, 0.06], [0.00, -0.05, 0.05], [-0.09, -0.20, -0.24], [-0.07, -0.01, 0.07], [0.09, 0.08, -0.02], [0.23, 0.15, 0.04], [-0.11, -0.35, -0.46], [-0.03, -0.07, 0.02], [-0.06, -0.04, 0.00], [0.09, 0.11, -0.03], [0.02, -0.08, 0.08], [-0.05, -0.05, -0.05], [-0.12, -0.02, 0.02], [-0.02, 0.09, -0.07], [0.11, -0.01, 0.06], [0.08, 0.26, -0.02], [0.07, -0.06, 0.01], [0.26, 0.22, 0.40], [0.03, -0.01, -0.01], [0.06, 0.08, 0.07], [-0.01, -0.06, 0.08], [-0.02, -0.04, 0.01], [0.08, 0.04, 0.00], [-0.34, 0.12, 0.14], [-0.07, -0.04, -0.08], [0.01, 0.07, -0.02], [-0.44, -0.39, -0.43], [0.00, -0.06, -0.08], [-0.02, -0.11, 0.02], [0.07, 0.06, 0.08], [0.00, 0.09, -0.06], [0.02, -0.05, 0.03], [0.83, 0.34, 0.32], [-0.06, -0.07, 0.11], [-0.08, 0.02, -0.09], [0.05, 0.06, 0.03], [0.12, 0.06, -0.03], [-0.07, -0.07, 0.04], [-0.08, -0.02, -0.06], [0.05, 0.09, 0.06]],
  "mulliken_charge": [-0.551, 0.228, 0.531, 0.215, -0.283, -0.283, -1.062, 0.252, 0.299, -0.323, -0.272, 0.086, -0.363, 0.344, -0.439, 0.008, -0.337, 0.038, 0.164, 0.728, -0.621, -0.489, -0.454, -0.179, 0.798, 0.416, -0.374, 0.306, -0.125, 0.093, 0.081, 0.098, 0.485, 0.256, -0.077, -0.303, 0.145, 0.241, 0.074, -0.035, 0.312, 0.341, 0.250, -0.060, 0.445, -0.136, -0.187, -0.118, -0.045, 0.800, -0.101, -0.096, -0.055, -0.566, -0.224, -0.105, -0.122, 0.117, 0.393, -0.083, -0.121, -0.045, -0.085, 0.297, -0.034, -0.112, 0.078, -0.135, 0.202, -0.119, -0.099, -0.068, -0.059, 0.307, 0.014, -0.101, -0.142, -0.087, 0.312, -0.284, 0.020, 0.138, -0.125, 0.285, 0.070, -0.112, -0.023, -0.137, 0.190, 0.015, -0.123, -0.122, -0.082, 0.318, -0.043, -0.049, -0.067, -0.139, 0.303, 0.926, -0.019, -0.156, -0.144, -0.616, 0.040, -0.092, -0.119, -0.128, 0.302, 0.050, -0.124, -0.054, -0.128, 0.238, -0.033, -0.001, -0.134, -0.095, 0.243, 0.002, -0.111, -0.111, -0.105, 0.350, -0.090, -0.115, -0.097, -0.119, 0.327, 0.711, -0.132, -0.131, -0.128, -0.313],
  "energy_ev": -784593.184
}

[2]
{
  "formula": "C24H37MnO2Si",
  "method": "ωB97M-V/def2-TZVPD",
  "symbols": ["O", "C", "C", "H", "H", "C", "H", "H", "C", "H", "H", "H", "C", "H", "H", "H", "Mn", "C", "C", "C", "H", "C", "C", "H", "H", "H", "H", "C", "C", "C", "H", "C", "C", "H", "H", "H", "H", "O", "C", "C", "H", "H", "C", "H", "H", "C", "H", "H", "H", "H", "C", "Si", "C", "C", "C", "C", "H", "H", "H", "H", "H", "H", "H", "H", "H"],
  "positions_angstrom": [[-0.035, -0.065, -2.209], [-0.150, 1.077, -3.117], [-0.656, 0.216, -4.254], [0.849, 1.484, -3.324], [-0.892, 1.802, -2.756], [-0.364, -0.981, -3.309], [-0.059, 0.270, -5.171], [-1.730, 0.352, -4.449], [0.859, -1.743, -3.736], [1.741, -1.093, -3.780], [0.696, -2.182, -4.728], [1.040, -2.568, -3.043], [-1.538, -1.864, -2.985], [-2.449, -1.279, -2.828], [-1.329, -2.479, -2.103], [-1.708, -2.550, -3.821], [-0.162, -0.106, 0.114], [-1.792, -0.106, 1.605], [-1.646, 1.344, 1.520], [-1.647, 1.715, 0.134], [-1.135, 2.010, 2.220], [-2.146, 0.563, -0.633], [-2.161, -0.590, 0.269], [-2.708, -1.518, 0.097], [-2.103, -0.738, 2.437], [-1.596, 2.747, -0.257], [-2.774, 0.638, -1.541], [1.270, -1.011, 1.949], [0.485, -2.081, 1.100], [0.848, -2.135, -0.270], [-0.301, -2.728, 1.562], [1.927, -1.120, -0.469], [2.157, -0.503, 0.781], [2.954, 0.231, 1.042], [1.700, -1.258, 2.953], [0.618, -2.954, -0.990], [2.620, -1.114, -1.346], [0.830, 1.626, -7.354], [0.159, 0.663, -8.183], [0.345, 1.041, -9.652], [-0.920, 0.684, -7.954], [0.515, -0.353, -7.939], [0.519, 2.580, -9.557], [-0.468, 0.718, -10.305], [1.290, 0.621, -10.020], [1.227, 2.720, -8.203], [-0.484, 3.021, -9.495], [1.044, 3.019, -10.408], [1.013, 3.684, -7.712], [2.313, 2.697, -8.397], [0.213, -1.859, 5.759], [0.111, -0.057, 5.227], [-1.468, 0.717, 5.862], [1.629, 0.856, 5.801], [0.229, 0.216, 3.480], [0.235, 0.106, 2.168], [0.243, -1.937, 6.859], [1.117, -2.366, 5.378], [-0.653, -2.449, 5.408], [-1.459, 0.703, 6.962], [-1.528, 1.759, 5.505], [-2.348, 0.163, 5.493], [2.549, 0.403, 5.396], [1.587, 1.897, 5.438], [1.685, 0.853, 6.896]],
  "forces_ev_per_a": [[0.18, 0.44, -0.44], [0.14, 0.22, 0.15], [-0.25, -0.37, 0.02], [-0.40, 0.30, 0.31], [0.60, 0.03, 0.09], [-0.14, 0.26, -0.79], [-0.31, -0.07, 0.19], [0.40, -0.07, -0.13], [0.21, -0.44, -0.06], [-0.20, -0.13, -0.03], [0.04, 0.10, 0.17], [0.22, -0.01, -0.09], [-0.10, -0.28, -0.03], [0.17, -0.16, 0.05], [-0.13, 0.13, -0.06], [-0.04, 0.12, 0.06], [0.03, -0.10, 0.11], [-2.67, 0.64, -1.22], [1.23, -0.65, -1.25], [-1.81, -1.65, -0.70], [-0.75, -0.44, 0.11], [-1.21, 0.22, 1.78], [-1.30, 2.40, -0.58], [0.54, 0.21, -0.13], [0.76, 0.52, 0.00], [0.29, -0.85, 0.31], [1.26, -0.22, 0.30], [0.13, -1.41, -2.90], [-0.47, 0.06, -0.13], [0.53, 0.45, 1.70], [0.82, 0.64, -0.51], [1.15, -0.53, 2.37], [1.02, -0.27, -0.72], [-0.79, -0.54, -0.68], [0.39, -0.51, -1.59], [-0.18, 1.10, 0.75], [-1.11, 0.60, 0.80], [-0.04, 0.17, -1.01], [-0.76, -0.53, 0.11], [1.08, 0.50, 0.20], [0.19, 0.04, 0.12], [0.06, 0.43, -0.10], [-1.02, -0.65, 0.51], [0.05, 0.04, 0.17], [-0.24, -0.08, -0.04], [0.63, 0.65, -0.41], [0.21, 0.10, -0.09], [0.06, -0.06, 0.27], [-0.06, -0.45, -0.03], [-0.19, -0.19, 0.36], [-0.05, -0.49, -0.48], [0.27, 0.29, 1.98], [-0.05, 0.05, -0.11], [0.14, 0.18, 0.32], [-0.88, 0.43, -4.84], [2.44, -0.67, 5.49], [-0.04, 0.19, -0.37], [-0.27, 0.23, 0.15], [0.28, 0.24, 0.18], [-0.14, 0.06, -0.31], [-0.08, -0.35, 0.25], [0.24, 0.25, 0.22], [-0.31, 0.10, 0.17], [0.04, -0.31, 0.23], [0.17, 0.13, -0.16]],
  "nbo_charge": [-0.647, -0.057, -0.448, 0.198, 0.190, 0.293, 0.242, 0.215, -0.631, 0.223, 0.236, 0.199, -0.631, 0.218, 0.209, 0.236, 0.842, -0.258, -0.132, -0.301, 0.251, -0.274, -0.358, 0.262, 0.264, 0.263, 0.259, -0.303, -0.157, -0.255, 0.252, -0.262, -0.141, 0.259, 0.272, 0.270, 0.280, -0.547, -0.074, -0.430, 0.161, 0.180, -0.428, 0.226, 0.203, -0.072, 0.200, 0.228, 0.187, 0.168, -1.100, 1.569, -1.096, -1.098, -0.351, -0.211, 0.261, 0.240, 0.241, 0.252, 0.244, 0.241, 0.238, 0.243, 0.243],
  "relative_energy_kj_mol": 371.2,
  "spin_multiplicity": 4,
  "energy_ev": -68765.899,
  "charge": 1
}

[3]
{
  "formula": "C4H15NO2",
  "method": "ωB97M-V/def2-TZVPD",
  "symbols": ["C", "C", "C", "C", "N", "H", "H", "H", "H", "H", "H", "H", "H", "H", "H", "H", "O", "H", "H", "O", "H", "H"],
  "positions_angstrom": [[-0.676, -1.331, -1.322], [0.050, 0.000, -1.105], [1.482, -0.144, -0.710], [1.754, -0.330, 0.792], [1.487, 1.006, 1.468], [-1.762, -1.265, -1.351], [-0.507, -2.069, -0.532], [-0.285, -1.831, -2.209], [0.076, 0.655, -2.010], [-0.521, 0.789, -0.606], [1.983, -0.963, -1.239], [2.151, 0.643, -1.094], [2.777, -0.679, 0.946], [1.076, -1.003, 1.304], [1.651, 1.676, 0.739], [2.139, 1.142, 2.234], [-3.126, 1.857, 0.156], [-2.696, 1.769, -0.705], [-2.691, 1.212, 0.750], [-1.711, -0.461, 1.217], [-0.784, -0.297, 1.092], [-1.865, -0.376, 2.186]],
  "forces_ev_per_a": [[0.12, -0.27, 0.16], [-0.64, 1.46, -1.93], [1.68, -0.72, 0.72], [-0.27, 1.62, 0.33], [0.18, -1.42, -0.40], [0.03, 0.29, -0.34], [0.25, 0.36, 0.27], [-0.18, 0.19, -0.24], [0.00, -1.24, -0.45], [0.10, -0.65, 1.33], [-0.64, -0.50, 0.01], [-0.52, 0.49, 0.45], [0.02, 0.01, 0.03], [-0.02, -0.70, -0.34], [0.25, 0.73, 0.18], [-0.12, 0.20, -0.20], [0.15, -0.03, 0.18], [-0.09, -0.12, 0.37], [-0.11, 0.18, -0.72], [-1.18, -0.05, 1.53], [0.70, 0.33, 0.10], [0.29, -0.16, -1.04]],
  "nbo_charge": [-0.619, -0.454, -0.422, -0.224, -0.857, 0.229, 0.209, 0.205, 0.216, 0.220, 0.216, 0.206, 0.183, 0.175, 0.352, 0.362, -0.962, 0.461, 0.491, -0.955, 0.487, 0.481],
  "relative_energy_kj_mol": 126.1,
  "energy_ev": -9975.779
}